Arrangement P

23
Properties=species:S:1:pos:R:3 method="wB97M-V/def2-TZVPD" homo_ha="-0.25844 / -0.24228" e_lumo_ev="0.66 / 0.16" mol_weight_g_mol=139.2 total_charge=0
C -0.6523 1.5915 -0.8377
C -0.6147 0.9075 3.2321
C -0.8880 0.1639 2.1265
C -0.4830 -1.3073 0.1007
C -0.0459 -0.7519 -1.3396
C -0.0197 -0.3282 1.1708
C 1.4912 -0.0258 1.2630
C -0.6287 0.9414 -3.1889
N -0.4967 0.6571 -1.7023
O -1.0964 2.6792 -0.5995
H -1.3347 1.2794 3.8802
H 0.3203 1.3722 3.6170
H -1.9354 0.0756 1.9030
H -1.5448 -1.3628 0.0586
H 0.0361 -2.1813 0.1198
H 1.0349 -0.5314 -1.3784
H -0.4372 -1.4442 -2.0328
H 1.7482 1.1386 1.2354
H 2.2451 -0.5894 0.7299
H 1.7740 -0.3596 2.3906
H 0.2102 0.7692 -3.8855
H -1.6189 0.5456 -3.4017
H -0.8383 1.9428 -3.1818

---

Arrangement Q

23
Properties=species:S:1:pos:R:3 method="wB97M-V/def2-TZVPD" homo_ha=-0.34750 e_lumo_ev=0.67 mol_weight_g_mol=139.2 total_charge=0
H -3.3904 0.0232 -0.3748
N -2.3829 0.4048 -0.3425
C -1.6855 -0.6208 -0.1086
O -2.4817 -1.8041 -0.0145
C -0.1981 -0.8035 -0.0713
C 0.4820 -0.3451 1.2575
C -0.0760 0.9367 1.8836
C 1.9122 -0.1854 0.7990
C 2.0169 -0.1415 -0.5318
C 0.6730 -0.2269 -1.2217
C 0.2974 1.1377 -1.8106
H -1.9123 -2.5827 0.0008
H -0.0566 -1.8969 -0.1129
H 0.4154 -1.1448 2.0129
H -0.1277 1.7505 1.1479
H -1.0836 0.7780 2.2934
H 0.5720 1.2654 2.7083
H 2.7392 -0.0687 1.5021
H 2.9448 0.0222 -1.0841
H 0.6993 -0.9523 -2.0496
H 0.1528 1.8885 -1.0218
H 1.1131 1.4871 -2.4607
H -0.6234 1.0787 -2.4005

---

Stability check: which of them is most stable? arrangement Q.

---

Arrangement P

7
Properties=species:S:1:pos:R:3 method="wB97M-V/def2-TZVPD" homo_ha=-0.38575 e_lumo_ev=0.64 mol_weight_g_mol=144.4 total_charge=0
H 1.4168 -0.1122 -1.3136
N 0.4240 -0.3971 -1.0957
C 0.0506 -0.9221 -0.0283
Cl 0.8883 -1.1543 1.4220
H -0.8794 -1.4305 -0.1183
Br -1.0324 2.0997 1.3022
H -0.8679 1.9164 -0.1683

---

Arrangement Q

7
Properties=species:S:1:pos:R:3 method="wB97M-V/def2-TZVPD" homo_ha=-0.36705 e_lumo_ev=0.82 mol_weight_g_mol=144.4 total_charge=0
H -0.4918 -0.3434 -1.4761
N -0.2061 -0.8558 -0.6219
C 0.8356 -0.8847 -0.0150
Br 2.2494 0.4555 -0.3576
H 1.0606 -1.5480 0.8851
Cl -1.1259 2.5233 0.5412
H -1.9259 2.2391 -0.2937

---

Arrangement R

7
Properties=species:S:1:pos:R:3 method="wB97M-V/def2-TZVPD" homo_ha=-0.40321 e_lumo_ev=0.85 mol_weight_g_mol=144.4 total_charge=0
H -0.7670 -1.0614 1.6916
N -0.8999 -0.2750 1.0242
C -1.7614 -0.5884 0.2240
Cl -2.6761 -2.0597 0.0151
H -2.2098 0.1146 -0.4651
Br 3.7060 0.2850 -0.4300
H 2.5275 0.9530 -0.0345

---

Stability check: which of them is most stable? arrangement R.

---

Arrangement P

19
Properties=species:S:1:pos:R:3 method="wB97M-V/def2-TZVPD" homo_ha=-0.29433 e_lumo_ev=0.85 mol_weight_g_mol=117.2 total_charge=0
C 2.6514 -0.3338 -0.6401
N 1.2447 0.0108 -0.7161
C 0.5442 0.1829 0.3498
N 0.9864 0.0722 1.6394
N -0.8106 0.5117 0.2934
N -1.5900 0.3099 1.4958
C -1.4995 0.5659 -1.0006
N -1.9847 -0.6850 -1.5781
H 2.9400 -0.8337 -1.5706
H 2.8913 -1.0307 0.1678
H 3.2641 0.5671 -0.5429
H 0.2224 -0.2732 2.2133
H 1.8268 -0.4696 1.7637
H -1.3763 1.0942 2.1210
H -2.5831 0.4261 1.2768
H -0.8698 1.0765 -1.7397
H -2.3710 1.2226 -0.8857
H -1.1385 -1.1889 -1.8522
H -2.3480 -1.2249 -0.7949

---

Arrangement Q

19
Properties=species:S:1:pos:R:3 method="wB97M-V/def2-TZVPD" homo_ha=-0.32019 e_lumo_ev=0.76 mol_weight_g_mol=117.2 total_charge=0
C 2.8714 -0.4392 -1.3496
C 2.0770 -0.1209 -0.1605
C -0.4193 0.2098 0.2550
H 3.9789 -1.3649 -1.1184
H 2.2175 -1.2192 -2.0130
H 3.2043 0.3706 -1.9747
H 1.9838 -1.1124 0.3525
H 2.4505 0.7361 0.3294
H -2.2549 -1.2032 0.0168
H -1.1770 0.2801 -2.1050
H -0.9153 -1.0556 -2.0794
H 0.4468 0.6138 2.1704
H -2.1448 1.4688 1.8297
H -1.9167 0.0947 2.9207
N 0.5331 0.1168 -0.6405
N -1.7600 -0.1172 -0.3906
N -1.7554 -0.5003 -1.6730
N -0.2934 0.3375 1.6163
N -1.4455 0.8051 2.4022

---

Stability check: which of them is most stable? arrangement P.